(1)
Density functional theory data (ωB97M-V/def2-TZVPD) for a 2-piece molecular cluster, C20H32ClN2O5PS overall at a distorted geometry.

Geometry (Å):
Cl (-0.1441, 6.8666, 1.2202)
S (3.5798, 1.2964, 4.9260)
P (-0.6041, -3.5600, -1.8865)
O (0.6098, -2.5758, -2.4229)
O (-1.4426, -2.4939, -1.1967)
O (-1.5226, -3.5640, -3.2691)
O (0.2697, -4.8761, -2.5086)
O (1.1903, 5.8930, 3.2943)
N (1.1269, -0.1328, 1.6478)
N (3.8631, 1.8874, 0.6537)
C (-3.0329, -1.7381, -3.7160)
C (-0.2802, -5.7959, -3.4532)
C (-4.4522, 0.9130, -1.2621)
C (-0.5809, 3.0092, 1.0919)
C (2.4992, -3.2723, -1.0572)
C (-3.3274, 0.8830, -0.7716)
C (-1.8870, 2.1054, 1.0507)
C (1.0213, 5.7811, 2.1074)
C (0.7049, 1.5903, 4.6476)
C (1.5861, -2.1397, -1.4833)
C (2.9673, 2.3853, 1.1942)
C (0.8590, 0.9955, 1.6207)
C (-0.0056, 2.5461, 3.5970)
C (0.0787, -5.3797, -4.8688)
C (0.5457, 2.4637, 2.1123)
C (1.9329, 3.2912, 1.9893)
C (-2.8933, -3.1769, -3.2560)
C (-1.8929, 1.0317, -0.1617)
C (2.0066, 2.2083, 5.3460)
C (1.7996, 4.6853, 1.2416)
H (2.3989, 3.4935, 2.9954)
H (3.3105, -2.8984, -0.4297)
H (-1.0935, 1.2610, -0.9223)
H (1.0948, -1.6856, -0.6178)
H (1.1619, -5.4190, -5.0111)
H (-3.4252, -3.8321, -3.9526)
H (1.9491, -4.0273, -0.4862)
H (-2.3982, -1.0644, -3.1373)
H (2.1642, 3.2978, 5.0964)
H (-2.1435, 1.5862, 2.0174)
H (-0.3932, -6.0457, -5.5946)
H (-1.3561, -5.9109, -3.3147)
H (-4.0672, -1.4001, -3.6321)
H (-1.1270, 2.4056, 3.6886)
H (-2.7643, 2.7995, 0.8221)
H (2.1767, -1.3624, -1.9746)
H (0.9617, 0.5602, 4.2671)
H (-2.7164, -1.6447, -4.7584)
H (-5.4814, 1.2460, -1.5616)
H (-3.3442, -3.3343, -2.2744)
H (0.1884, 3.6170, 3.9490)
H (2.8618, 5.1006, 1.1517)
H (-0.0490, 1.4297, 5.4921)
H (-0.1165, 3.0651, 0.0493)
H (1.4165, 4.6182, 0.1808)
H (1.8780, 2.1317, 6.4726)
H (3.9988, 1.6890, 3.6652)
H (2.9253, -3.7755, -1.9287)
H (-1.6238, 0.0375, 0.3315)
H (0.1681, -6.7728, -3.2506)
H (-0.2215, -4.3571, -5.0952)
H (-0.9089, 4.0648, 1.3358)

Output
- Frontier orbital gap: 8.2 eV
- Calculated total energy: -2466.5362 Ha
- Structure (SMILES): C#CCCC[C@](C#N)(CCCS)[C@@H](C#N)CC(=O)Cl.CCOP(=O)(OCC)OCC



(2)
Density functional theory data (ωB97M-V/def2-TZVPD) for C20H32IN3O2PtSi as an isolated structure.

Geometry (Å):
Pt (0.0596, -0.2294, -1.0134)
I (2.2347, 0.6050, -2.6102)
Si (-0.3268, 1.9847, 1.1532)
O (2.6879, -2.3356, 0.6866)
O (-1.0474, -1.4654, 0.0192)
N (-0.8639, 1.4542, -0.3967)
N (1.1376, -1.8405, -1.7078)
N (3.6800, -0.7976, 2.0498)
C (0.9331, -3.1291, -1.4398)
C (-2.9609, -2.2025, 1.1582)
C (2.9053, -3.7163, -2.6522)
C (-0.8151, 0.8054, 2.5293)
C (-3.1051, 2.4243, -0.4936)
C (1.5558, 2.0538, 1.1243)
C (-3.1437, -1.4024, -1.2194)
C (-1.9567, 1.9112, -1.1177)
C (-3.0522, 2.3177, -3.2541)
C (1.8014, -4.0981, -1.9111)
C (3.1257, -2.3693, -2.9207)
C (4.5697, -0.2865, 1.0301)
C (-1.9662, 1.8697, -2.5236)
C (2.7844, -1.7649, 1.7564)
C (-0.9182, 3.7225, 1.5613)
C (2.2015, -1.4848, -2.4203)
C (3.6793, -0.1261, 3.3302)
C (-4.1724, 2.8378, -2.6175)
C (-2.4399, -1.2232, 0.1177)
C (-4.1842, 2.8862, -1.2312)
H (-0.2987, 1.0452, 3.4632)
H (-1.9063, 3.7411, 2.0222)
H (1.9315, 2.4288, 2.0806)
H (4.4818, -0.9141, 0.1467)
H (-5.0528, 3.2726, -0.7112)
H (-0.5731, -0.2207, 2.2408)
H (-2.7414, -0.7072, -1.9559)
H (0.0615, -3.3263, -0.8292)
H (1.6178, -5.1371, -1.6801)
H (2.1334, -2.0112, 2.6106)
H (-0.2200, 4.1868, 2.2628)
H (4.6670, -0.1867, 3.7923)
H (-1.0949, 1.4751, -3.0340)
H (-5.0200, 3.1903, -3.1900)
H (-2.6208, -0.2040, 0.4790)
H (2.9564, -0.6012, 3.9915)
H (-2.4577, -2.0469, 2.1131)
H (1.9098, 2.7246, 0.3370)
H (1.9821, 1.0633, 0.9457)
H (-0.9580, 4.3452, 0.6649)
H (3.4093, 0.9256, 3.2171)
H (-2.9975, -2.4236, -1.5835)
H (-3.0218, 2.2642, -4.3361)
H (3.9762, -2.0259, -3.4904)
H (3.6021, -4.4580, -3.0197)
H (-3.1581, 2.4323, 0.5878)
H (-1.8908, 0.8463, 2.7226)
H (-2.7741, -3.2294, 0.8341)
H (-4.2156, -1.2134, -1.1285)
H (-4.0356, -2.0768, 1.3022)
H (4.3034, 0.7422, 0.7705)
H (5.6015, -0.3018, 1.3870)

Output
- Frontier orbital gap: 6.7 eV
- Calculated total energy: -1802.5762 Ha
- Energy relative to the best compared isomer or geometry (same formula, charge and spin): 2.9 kcal/mol



(3)
Density functional theory data (ωB97M-V/def2-TZVPD) for a 3-piece molecular cluster, C20H32IN4O4 overall at a distorted geometry.

Geometry (Å):
I (3.2023, 2.2336, -3.3016)
O (-4.6346, -1.2443, -4.6697)
O (-2.4221, 2.5002, -3.6756)
O (-6.4006, -0.7080, -3.4019)
O (-2.1395, 2.9418, -1.4988)
N (4.6064, 0.6796, 4.9672)
N (2.9415, 0.9376, -1.6590)
N (0.3092, 0.3056, 0.8266)
N (1.7744, 1.1420, -1.0392)
C (-0.8202, 1.1701, -2.3684)
C (-4.7608, -2.3382, -2.5666)
C (2.1848, -1.9436, 1.8338)
C (4.8004, 2.0482, 4.3522)
C (3.9368, 0.5205, 6.3389)
C (2.5996, -0.9877, 0.5697)
C (3.6169, 2.0979, 6.7245)
C (4.0314, 0.0100, -1.4094)
C (-5.2724, -1.4125, -3.6311)
C (4.0101, -1.0937, -0.2365)
C (4.9778, -0.6739, 4.3325)
C (-1.8201, 2.2827, -2.4874)
C (-2.0111, 1.9056, -4.9222)
C (-7.3049, -0.9451, -2.3054)
C (-6.8262, -0.2417, -1.0501)
C (-2.6047, 0.5192, -5.0799)
C (4.1660, 3.0640, 5.4743)
C (3.5153, -1.4414, 4.0924)
C (1.6407, 0.1789, 0.0511)
C (3.4922, -2.4044, 2.7651)
H (-6.7069, 0.8305, -1.2350)
H (-3.6961, 0.5604, -5.0063)
H (-5.5350, -2.7228, -1.9054)
H (-0.3310, 0.9898, 0.3238)
H (-0.3179, 0.9250, -3.3023)
H (1.3450, -1.5142, 2.5295)
H (5.7053, -1.2984, 5.0265)
H (3.0677, 2.4517, 7.7132)
H (-2.3975, 2.5526, -5.7164)
H (3.1940, -1.9671, 5.0890)
H (-1.3200, 0.2791, -1.9768)
H (-3.9995, -1.8197, -1.9761)
H (3.6990, -0.4489, 6.9518)
H (4.8550, -1.8593, 0.0052)
H (3.2487, -3.5041, 3.1459)
H (-4.3121, -3.2101, -3.0512)
H (4.1057, 4.2304, 5.3521)
H (-7.4668, -2.0160, -2.1560)
H (0.4729, 0.7452, 1.7587)
H (-5.8512, -0.6149, -0.7251)
H (1.7525, -2.9595, 1.3843)
H (5.5384, -0.4447, 3.3192)
H (-8.2710, -0.5254, -2.6041)
H (-0.0359, 1.4813, -1.6723)
H (2.7388, -0.5536, 3.9209)
H (-2.3318, 0.0911, -6.0480)
H (-7.5397, -0.3823, -0.2339)
H (4.4955, -2.4399, 2.1637)
H (5.2929, 2.2342, 3.3073)
H (4.9964, 0.0510, -2.0942)
H (-2.2621, -0.1585, -4.2933)
H (-0.9221, 1.9144, -5.0199)

Output
- Frontier orbital gap: 4.8 eV
- Calculated total energy: -1598.2170 Ha
- Charge: +1
- Energy relative to the best compared isomer or geometry (same formula, charge and spin): 237.7 kcal/mol



(4)
Density functional theory data (ωB97M-V/def2-TZVPD) for a 3-piece molecular cluster, C20H32IN4O4 overall at a distorted geometry.

Geometry (Å):
I (-3.3715, -3.5672, -0.9718)
O (-3.0039, 2.1132, -0.9881)
O (-3.0486, 5.1494, 4.1253)
O (-3.5331, 3.0844, 4.7217)
O (-4.5551, 1.7888, 0.5446)
N (4.0084, -3.0278, -4.3757)
N (-1.1114, -1.7930, -0.8831)
N (-1.3534, -3.0768, -0.7260)
N (0.5746, -0.1698, -0.7830)
C (2.7158, -1.9581, -0.0883)
C (-1.2227, 3.5621, 4.5722)
C (-4.6110, 1.3039, 2.9302)
C (-2.6865, 3.9153, 4.5049)
C (-1.4461, 6.2419, 2.6548)
C (-3.3969, 1.4731, -0.0445)
C (4.4349, -1.6271, -6.0444)
C (-2.5500, 0.3676, 0.5314)
C (4.2837, -3.7084, -3.0814)
C (3.1002, -2.2434, -6.2541)
C (0.8975, -3.8775, -0.2034)
C (-0.5231, -4.0759, -0.4429)
C (2.8728, -3.1412, -5.1392)
C (-2.1417, 6.2541, 4.0007)
C (1.2775, -2.4735, -0.3018)
C (0.1937, -1.5533, -0.6642)
C (3.8370, -2.9970, -0.5589)
C (4.3552, -2.5523, -1.9841)
C (-5.1834, 0.9925, 1.5622)
C (5.0009, -2.1608, -4.8144)
H (4.6921, -2.8645, 0.1555)
H (2.8638, -1.8387, 1.0234)
H (1.0970, -0.0189, -1.6506)
H (1.6096, -4.6857, 0.0350)
H (3.4982, -4.0559, -0.5035)
H (-3.5462, 1.0715, 2.9845)
H (-0.7978, 7.1130, 2.5499)
H (-3.1126, -0.3846, 1.0820)
H (2.0247, -3.7940, -4.8736)
H (-1.0729, 2.8734, 5.4030)
H (5.2315, -4.3018, -3.1313)
H (5.3784, -2.1116, -1.9860)
H (-0.9238, -5.1110, -0.3840)
H (3.6681, -1.7531, -2.3761)
H (2.9231, -0.9621, -0.5354)
H (3.4329, -4.4120, -2.8917)
H (-2.1809, 6.2496, 1.8479)
H (-0.8406, 5.3435, 2.5220)
H (-6.2402, 1.2595, 1.5458)
H (4.9267, -0.8695, -6.6890)
H (-2.0629, -0.1530, -0.2979)
H (-5.1294, -0.0703, 1.3119)
H (2.3725, -2.0631, -7.0660)
H (-0.5693, 4.4121, 4.7545)
H (-2.7505, 7.1547, 4.0822)
H (-5.1282, 0.7320, 3.7020)
H (-4.7131, 2.3621, 3.1506)
H (-1.7909, 0.8028, 1.1844)
H (-1.4409, 6.2778, 4.8372)
H (-0.9313, 3.0732, 3.6414)
H (-0.2696, 0.4094, -0.8851)
H (5.9686, -1.9281, -4.3419)

Output
- Frontier orbital gap: 5.3 eV
- Calculated total energy: -1598.5958 Ha
- Charge: +1
- Energy relative to the best compared isomer or geometry (same formula, charge and spin): 0.0 kcal/mol